[1]
A 13-piece molecular cluster, C21H69N15O13 overall in a non-equilibrium geometry. Source: the Open Molecules 2025 dataset; level of theory: ωB97M-V with the def2-TZVPD basis set.

As for the calculated total energy: -71857.9289 eV. Its LUMO energy (spin up / spin down) is -2.65 / -8.34 eV. Its charge is +1. As for the spin multiplicity: 2. The orbital gap (spin up / spin down) is 0.294 / 0.085 Ha.

Geometry (Å):
C -0.6835 -4.9019 3.3747
C -1.4056 -4.0645 2.3688
C -2.7638 -4.5963 2.0077
O -3.3620 -3.8693 0.9222
C -4.2192 -2.8635 1.3854
N -1.3689 -2.7095 2.8092
H -0.5290 -5.9110 2.9925
H -1.3234 -4.9909 4.2526
H 0.2404 -4.4732 3.7629
H -0.8555 -3.9131 1.4400
H -3.3593 -4.7876 2.9004
H -2.5234 -5.6226 1.7303
H -3.7057 -1.9025 1.3542
H -4.7073 -3.1420 2.3193
H -5.0951 -2.8480 0.7369
H -0.3968 -2.4708 2.9435
H -1.8325 -2.1254 2.1280
C 3.8361 -2.2751 -2.0544
C 3.0285 -3.5687 -2.0638
O 3.1497 -4.3940 -0.8592
H 3.6075 -1.6947 -1.1605
H 3.6219 -1.4949 -2.7848
H 4.9108 -2.4051 -2.1820
H 3.2829 -4.1623 -2.9419
H 1.9410 -3.5036 -2.0290
H 2.9541 -3.8508 -0.0923
C -4.6113 1.1727 -0.0679
C -4.9393 0.0624 -1.0292
O -3.6392 -0.3952 -1.2807
H -5.5841 1.6060 0.1644
H -4.0365 1.9255 -0.6073
H -3.9854 1.0036 0.8083
H -5.3968 0.3749 -1.9680
H -5.4771 -0.7346 -0.5156
H -3.7585 -1.2295 -1.7404
C 0.9030 0.1958 0.4101
C -0.4591 -0.1353 -0.2569
O -1.4046 0.8240 0.0084
H 1.5940 -0.6433 0.4900
H 0.7389 0.5020 1.4433
H 1.3439 0.9973 -0.1826
H -0.9023 -1.0684 0.0910
H -0.2554 -0.1865 -1.3264
H -2.1912 0.4878 -0.4272
C -2.9815 1.6761 3.5056
C -2.6237 2.9902 2.7805
O -1.4469 2.7886 2.0991
H -4.0440 1.7446 3.7392
H -2.2417 1.4191 4.2637
H -3.0510 0.8238 2.8297
H -2.4479 3.8209 3.4639
H -3.4212 3.3277 2.1185
H -1.6171 2.0277 1.5391
C 1.8546 1.4730 -3.4914
C 1.9750 2.9134 -4.0360
O 0.7507 3.5362 -3.6708
H 1.0184 0.9241 -3.9245
H 1.7166 1.3224 -2.4207
H 2.7617 0.9062 -3.7010
H 1.9397 3.0105 -5.1211
H 2.8445 3.4535 -3.6614
H 0.0142 3.0520 -4.0511
C 2.5205 -2.6361 2.4819
O 2.2260 -3.2356 1.4814
N 3.6395 -1.9914 2.5576
N 1.8385 -2.5399 3.5687
H 4.2953 -2.1050 1.7980
H 3.7599 -1.4445 3.3982
H 1.1722 -3.2893 3.6892
H 2.1871 -2.0035 4.3503
C 3.0976 0.6675 4.8546
O 3.2862 -0.4508 5.2648
N 2.7685 0.9084 3.6109
N 3.3704 1.7550 5.5238
H 2.5351 1.8742 3.4295
H 2.7418 0.1077 2.9958
H 3.8836 1.6670 6.3892
H 3.3055 2.6358 5.0340
C -2.7016 -3.1736 -2.7319
O -3.4865 -2.3303 -3.0242
N -2.6574 -4.3161 -3.3808
N -1.8936 -3.2653 -1.7271
H -3.3921 -4.4389 -4.0628
H -2.2177 -5.0460 -2.8385
H -1.2715 -4.0537 -1.6201
H -1.9960 -2.6394 -0.9410
C -1.7830 4.0862 -1.2240
O -2.7453 4.3627 -0.4995
N -1.6891 4.3727 -2.4795
N -0.8138 3.3627 -0.9037
H -2.3850 4.9949 -2.8649
H -0.8049 4.2366 -2.9483
H -0.0150 3.3544 -1.5217
H -0.8914 2.9990 0.0354
C -1.9290 1.2155 -4.6623
O -1.0949 2.0520 -4.8790
N -2.3032 0.7704 -3.4637
N -2.6090 0.6066 -5.5943
H -3.2027 0.3215 -3.3665
H -1.7521 1.0387 -2.6609
H -2.5141 1.0772 -6.4829
H -3.0819 -0.2644 -5.3998
C 3.0149 4.6767 -0.7082
O 4.1595 4.6262 -1.0893
N 2.3319 5.8349 -0.5159
N 2.3185 3.6424 -0.4475
H 2.8524 6.6452 -0.8202
H 1.4036 5.8921 -0.1222
H 2.7360 2.7270 -0.5369
H 1.3631 3.7274 -0.1313
C 4.7666 1.1787 0.1152
O 3.9576 1.0658 -0.7168
N 5.2682 2.2893 0.6198
N 5.2876 0.1338 0.5457
H 4.9964 3.1554 0.1771
H 6.0555 2.1973 1.2458
H 5.0452 -0.7836 0.1996
H 5.6644 0.3205 1.4640

[2]
A 15-piece molecular cluster, C21H74N28O15 overall in a non-equilibrium geometry. Source: the Open Molecules 2025 dataset; level of theory: ωB97M-V with the def2-TZVPD basis set.

As for the calculated total energy: -95425.6516 eV. Its LUMO energy is -0.71 eV. Its relative energy (zero: lowest compared OMol25 entry of this formula, charge and spin) is 144.1 kJ/mol. The orbital gap is 0.289 Ha.

Geometry (Å):
C -4.6637 -12.2870 -20.9609
C -5.8241 -11.2832 -21.1573
C -5.4818 -10.4851 -22.4199
O -4.4599 -9.5530 -22.1049
C -3.8904 -8.9809 -23.2786
N -7.0372 -12.0808 -21.4239
H -3.7008 -11.7888 -21.0762
H -4.7332 -13.1343 -21.6437
H -4.6438 -12.6948 -19.9436
H -6.0716 -10.8048 -20.2088
H -6.3425 -9.8805 -22.7533
H -5.2840 -11.0469 -23.3393
H -3.7122 -7.9222 -23.0738
H -4.4916 -9.0575 -24.1830
H -2.9057 -9.4271 -23.4559
H -6.9400 -12.6672 -22.2472
H -7.0883 -12.7838 -20.6915
C -6.9401 -2.2669 -23.5606
C -6.5481 -3.6651 -24.0255
C -6.9994 -4.6857 -22.9533
O -6.6723 -5.9951 -23.3536
C -7.0391 -6.9757 -22.3797
N -7.3896 -3.9233 -25.2216
H -8.0189 -2.2080 -23.3752
H -6.7398 -1.6010 -24.3994
H -6.5194 -1.8707 -22.6361
H -5.5044 -3.6846 -24.3279
H -8.0711 -4.5503 -22.7938
H -6.3816 -4.3537 -22.1097
H -8.1247 -6.8887 -22.2586
H -6.5792 -6.7329 -21.4122
H -6.7433 -7.9659 -22.7184
H -6.9971 -4.7355 -25.6803
H -8.3713 -4.0454 -25.0285
C -7.8972 -15.3509 -21.5542
O -7.4084 -14.6427 -22.4243
N -7.1536 -16.0109 -20.6137
N -9.2449 -15.5314 -21.3731
H -7.5735 -16.7738 -20.1183
H -6.1557 -15.9178 -20.6633
H -9.8958 -15.0532 -21.9699
H -9.5615 -16.3796 -20.9415
C -2.8885 -8.9087 -19.0133
O -3.1997 -7.7518 -19.3314
N -2.6245 -9.9307 -19.8593
N -2.7209 -9.2324 -17.6972
H -2.0089 -10.6748 -19.5974
H -2.9606 -9.7326 -20.7957
H -2.1239 -9.9729 -17.3738
H -2.9557 -8.5020 -17.0472
C -11.1833 -12.8779 -19.9104
O -11.7605 -13.9546 -19.8303
N -11.3403 -11.9513 -20.8886
N -10.2986 -12.4862 -18.9203
H -10.9836 -11.0136 -20.8475
H -12.0163 -12.2060 -21.5889
H -10.3437 -13.2019 -18.2089
H -9.4065 -12.1097 -19.1943
C -4.9230 -13.9584 -26.0403
O -5.6744 -14.1044 -26.9870
N -3.8864 -14.7910 -25.7108
N -4.9852 -12.8469 -25.2147
H -3.5533 -15.4125 -26.4228
H -3.4000 -14.6805 -24.8424
H -5.8253 -12.3025 -25.3726
H -4.4300 -12.9261 -24.3812
C -3.5603 -15.8641 -17.3943
O -3.6269 -16.9478 -17.9658
N -3.7771 -14.6786 -18.0271
N -3.2975 -15.7664 -16.0495
H -3.6188 -13.8243 -17.5011
H -4.0863 -14.7505 -18.9760
H -2.8847 -16.5010 -15.5148
H -3.4905 -14.8459 -15.6906
C -7.7453 -10.5714 -25.4025
O -6.5296 -10.4907 -25.5869
N -8.6269 -9.9514 -26.2311
N -8.3463 -11.3998 -24.5033
H -9.6198 -10.0837 -26.2284
H -8.2479 -9.2788 -26.8722
H -9.3031 -11.1939 -24.2696
H -7.7892 -11.9844 -23.9105
C -7.0309 -8.2357 -18.7666
O -8.1552 -8.7113 -18.9498
N -6.1810 -7.9227 -19.7793
N -6.5409 -8.0351 -17.5164
H -5.1777 -7.9644 -19.5978
H -6.5273 -8.3126 -20.6371
H -5.6250 -7.6536 -17.3592
H -7.0787 -8.2657 -16.7023
C -9.9083 -9.1307 -22.0067
O -10.1151 -9.1750 -23.2149
N -9.0586 -9.9617 -21.3411
N -10.5799 -8.2516 -21.1860
H -8.6734 -10.6837 -21.9307
H -8.9134 -9.9297 -20.3446
H -10.3804 -8.2971 -20.2020
H -10.8202 -7.4182 -21.6969
C -2.1271 -10.3223 -27.9140
O -1.7409 -11.3564 -28.4377
N -2.8038 -10.3124 -26.7226
N -1.9142 -9.0680 -28.4307
H -3.1186 -11.1752 -26.3108
H -3.0476 -9.3864 -26.4149
H -2.5158 -8.2756 -28.2124
H -1.2377 -8.9780 -29.1640
C -3.2673 -4.4996 -21.1301
O -3.3112 -3.2974 -21.3419
N -2.3729 -5.3650 -21.6852
N -4.0609 -5.0992 -20.1835
H -1.6653 -4.9471 -22.2629
H -2.2149 -6.2982 -21.3495
H -3.8821 -6.0722 -20.0120
H -4.5371 -4.4837 -19.5525
C -4.1713 -6.7625 -26.1327
O -3.5462 -7.2414 -27.0853
N -3.6768 -5.8651 -25.2484
N -5.3927 -7.2498 -25.7939
H -4.3335 -5.5520 -24.5518
H -2.7358 -5.5300 -25.2813
H -5.8441 -7.9962 -26.2933
H -5.8721 -6.9461 -24.9525
C -4.5928 -12.0978 -15.8230
O -3.5074 -12.4610 -16.2930
N -5.2973 -11.1514 -16.4898
N -5.2131 -12.6307 -14.7303
H -6.2043 -10.8384 -16.1980
H -4.9180 -10.8580 -17.3738
H -4.6784 -12.8602 -13.9086
H -6.1084 -12.2214 -14.5208
C -1.0975 -12.4495 -23.4010
O -1.8597 -13.0939 -24.0997
N -0.5113 -11.3003 -23.8384
N -0.7715 -12.8347 -22.1180
H -0.6601 -11.0471 -24.8026
H 0.0532 -10.6883 -23.2818
H -1.4369 -13.5237 -21.8101
H -0.1146 -12.3254 -21.5626